(1)
C4H5NO | ωB97M-V/def2-TZVPD

Atoms and positions in Å:
O 2.3207 -0.5987 -0.5847
C 1.6840 0.2332 -0.1227
N -0.3977 -1.5236 -0.1079
C -1.6006 -1.1919 -0.3472
C -0.2066 1.6411 0.2461
C 1.1481 1.3775 0.4186
H -0.2748 -2.5390 -0.1545
H -1.8360 -0.1235 -0.3336
H -2.3987 -1.9154 -0.5647
H -0.3694 2.6481 0.6764
H 1.9310 1.9922 0.8744

As for the energy relative to the best compared isomer or geometry (same formula, charge and spin): 4.706 eV. The total energy comes out at -7761.82004 eV. The HOMO energy comes out at -8.25 eV.

Per-atom Löwdin charges, elementary charge units: atom 1 (O): 0.233, atom 2 (C): -0.144, atom 3 (N): 0.023, atom 4 (C): -0.121, atom 5 (C): 0.034, atom 6 (C): -0.252, atom 7 (H): 0.051, atom 8 (H): 0.016, atom 9 (H): 0.065, atom 10 (H): -0.006, atom 11 (H): 0.101

(2)
C4H5NO | ωB97M-V/def2-TZVPD

Atoms and positions in Å:
C 0.3546 -2.0833 -0.7906
C -0.5667 -1.3914 -0.4368
C -1.7011 -0.5799 0.0187
O -2.5339 -0.1423 -0.7318
H 1.1702 -2.6951 -1.1105
H -1.7504 -0.4454 1.1126
C 1.2682 1.3129 0.1346
N 0.1239 1.3949 0.6688
H 1.4148 0.5620 -0.6441
H 2.1271 1.9385 0.4021
H 0.0931 2.1291 1.3771

As for the energy relative to the best compared isomer or geometry (same formula, charge and spin): 3.398 eV. Its structure (SMILES) is C#CC=O.C=N. The total energy comes out at -7763.12822 eV. The HOMO energy comes out at -10.14 eV.

Per-atom Löwdin charges, elementary charge units: atom 1 (C): 0.123, atom 2 (C): -0.086, atom 3 (C): -0.336, atom 4 (O): 0.052, atom 5 (H): 0.035, atom 6 (H): 0.107, atom 7 (C): -0.106, atom 8 (N): 0.041, atom 9 (H): 0.047, atom 10 (H): 0.068, atom 11 (H): 0.055

(3)
C4H5NO | ωB97M-V/def2-TZVPD

Atoms and positions in Å:
O 0.8384 0.0933 -2.1209
C 0.4740 0.0264 -0.9151
C 0.7522 -0.7078 0.3599
C -0.1811 -0.4574 1.3122
N -1.1053 0.4137 0.7190
C -0.8894 0.4320 -0.5813
H 1.9145 -0.0358 -1.8747
H 1.4930 -1.3698 0.4433
H -0.0952 -0.7129 2.3641
H -1.7531 0.9561 1.3022
H -1.4480 1.3620 -1.0086

As for the energy relative to the best compared isomer or geometry (same formula, charge and spin): 3.020 eV. Its structure (SMILES) is Oc1cc[nH]c1. The total energy comes out at -7763.50685 eV. The HOMO energy comes out at -7.34 eV.

Per-atom Löwdin charges, elementary charge units: atom 1 (O): 0.049, atom 2 (C): -0.395, atom 3 (C): -0.054, atom 4 (C): -0.130, atom 5 (N): -0.040, atom 6 (C): -0.118, atom 7 (H): 0.233, atom 8 (H): 0.045, atom 9 (H): 0.107, atom 10 (H): 0.159, atom 11 (H): 0.143

(4)
C4H5NO | ωB97M-V/def2-TZVPD

Atoms and positions in Å:
C 1.1403 0.3737 1.2618
C 0.2624 0.0118 0.0607
N 0.6006 -0.4480 -1.3521
C -0.4610 -0.6291 -2.0108
C -1.7857 -0.4287 -1.4903
O -2.9423 -0.4175 -1.5449
H 0.3930 0.6631 2.0204
H 1.7887 1.2428 1.1276
H 1.7016 -0.4558 1.6980
H -0.3695 -0.8134 0.3893
H -0.3282 0.9011 -0.1597

As for the energy relative to the best compared isomer or geometry (same formula, charge and spin): 3.638 eV. Its structure (SMILES) is CCN=C=C=O. The total energy comes out at -7762.88861 eV. The HOMO energy comes out at -8.97 eV.

Per-atom Löwdin charges, elementary charge units: atom 1 (C): -0.090, atom 2 (C): -0.275, atom 3 (N): 0.020, atom 4 (C): -0.105, atom 5 (C): -0.157, atom 6 (O): 0.187, atom 7 (H): 0.080, atom 8 (H): 0.069, atom 9 (H): 0.068, atom 10 (H): 0.101, atom 11 (H): 0.101

(5)
C4H5NO | ωB97M-V/def2-TZVPD

Atoms and positions in Å:
N -1.5718 0.3510 1.5387
C -0.7392 0.1406 0.6094
C -1.1647 0.1777 -0.8090
C -0.5015 0.0161 -1.9255
C 1.5048 -0.2660 -0.2032
O 0.5628 -0.1571 0.8415
H -1.1030 0.2882 2.4439
H -2.2258 0.3709 -0.9768
H 1.0390 -0.3923 -1.2008
H 2.1331 0.6308 -0.2407
H 2.0948 -1.1676 -0.0170

As for the energy relative to the best compared isomer or geometry (same formula, charge and spin): 4.390 eV. The total energy comes out at -7762.13654 eV. The HOMO energy comes out at -10.13 eV.

Per-atom Löwdin charges, elementary charge units: atom 1 (N): 0.156, atom 2 (C): -0.480, atom 3 (C): -0.176, atom 4 (C): 0.200, atom 5 (C): -0.063, atom 6 (O): -0.055, atom 7 (H): 0.069, atom 8 (H): 0.118, atom 9 (H): 0.011, atom 10 (H): 0.110, atom 11 (H): 0.108

(6)
C4H5NO | ωB97M-V/def2-TZVPD

Atoms and positions in Å:
O 1.2425 -0.8279 -1.3838
C 1.1241 0.2891 0.7222
C 0.5623 -0.7996 -0.1594
N -0.8624 -0.4528 -0.3924
C -1.1175 0.6470 0.2843
C 0.0301 1.1100 0.9654
H 2.0551 -0.3303 -1.2023
H 0.5721 -1.7875 0.3265
H -1.5331 -0.9857 -0.9253
H -2.1108 1.0924 0.2484
H 0.0376 2.0453 1.5163

As for the energy relative to the best compared isomer or geometry (same formula, charge and spin): 3.152 eV. The total energy comes out at -7763.37431 eV. The HOMO energy comes out at -8.17 eV.

Per-atom Löwdin charges, elementary charge units: atom 1 (O): -0.023, atom 2 (C): 0.017, atom 3 (C): -0.445, atom 4 (N): 0.083, atom 5 (C): -0.069, atom 6 (C): -0.150, atom 7 (H): 0.083, atom 8 (H): 0.150, atom 9 (H): 0.152, atom 10 (H): 0.128, atom 11 (H): 0.075

(7)
C4H5NO | ωB97M-V/def2-TZVPD

Atoms and positions in Å:
O -1.8936 -0.7734 -1.2947
C -0.9748 -0.3719 -0.6172
C 0.3848 0.1455 -1.0408
C 0.9681 0.7487 0.2030
C 0.2646 0.2550 1.2265
N -0.8377 -0.4822 0.7630
H 0.4805 0.6542 -1.9990
H 0.7918 -0.8827 -1.1140
H 1.8200 1.4149 0.2589
H 0.4569 0.3282 2.2887
H -1.4606 -1.0363 1.3256

As for the energy relative to the best compared isomer or geometry (same formula, charge and spin): 0.331 eV. Its structure (SMILES) is O=C1CC=CN1. The total energy comes out at -7766.19502 eV. The HOMO energy comes out at -8.65 eV.

Per-atom Löwdin charges, elementary charge units: atom 1 (O): 0.066, atom 2 (C): -0.478, atom 3 (C): -0.090, atom 4 (C): -0.088, atom 5 (C): -0.121, atom 6 (N): 0.083, atom 7 (H): 0.123, atom 8 (H): 0.146, atom 9 (H): 0.098, atom 10 (H): 0.114, atom 11 (H): 0.148

(8)
C4H5NO | ωB97M-V/def2-TZVPD

Atoms and positions in Å:
C 0.5898 1.0793 0.9133
C -0.3134 0.4391 -0.1248
C 0.1547 -0.9286 -0.3912
O 1.1175 -1.4561 0.1027
C -0.8624 -1.7569 -1.0952
N -1.5254 -2.4185 -1.7891
H 0.4525 0.6645 1.9193
H 1.6469 0.9796 0.6550
H 0.3660 2.1406 0.9486
H -1.3793 0.5022 0.1410
H -0.2468 0.7547 -1.2798

As for the energy relative to the best compared isomer or geometry (same formula, charge and spin): 1.222 eV. Its structure (SMILES) is CCC(=O)C#N. The total energy comes out at -7765.30407 eV. The HOMO energy comes out at -11.07 eV.

Per-atom Löwdin charges, elementary charge units: atom 1 (C): -0.093, atom 2 (C): -0.194, atom 3 (C): -0.457, atom 4 (O): 0.130, atom 5 (C): -0.115, atom 6 (N): 0.171, atom 7 (H): 0.092, atom 8 (H): 0.082, atom 9 (H): 0.071, atom 10 (H): 0.130, atom 11 (H): 0.183

(9)
C4H5NO | ωB97M-V/def2-TZVPD

Atoms and positions in Å:
C 0.5843 0.6140 1.9029
C -0.1431 -0.2347 1.2219
N -0.8150 -0.9920 0.5257
C -0.8483 -0.6328 -0.9004
C 0.4298 0.0744 -1.3340
O 0.4601 1.0712 -2.0051
H 1.6411 0.4301 2.0646
H 0.1330 1.5309 2.2654
H -0.9903 -1.5435 -1.4953
H -1.6997 0.0310 -1.0754
H 1.3626 -0.4075 -0.9696

As for the energy relative to the best compared isomer or geometry (same formula, charge and spin): 2.064 eV. Its structure (SMILES) is C=C=NCC=O. The total energy comes out at -7764.46288 eV. The HOMO energy comes out at -9.32 eV.

Per-atom Löwdin charges, elementary charge units: atom 1 (C): 0.019, atom 2 (C): -0.219, atom 3 (N): 0.075, atom 4 (C): -0.164, atom 5 (C): -0.275, atom 6 (O): 0.065, atom 7 (H): 0.062, atom 8 (H): 0.062, atom 9 (H): 0.119, atom 10 (H): 0.125, atom 11 (H): 0.129

(10)
C4H5NO | ωB97M-V/def2-TZVPD

Atoms and positions in Å:
C -1.5344 -1.5414 1.0277
C -0.2126 -1.5706 1.0405
C 0.8773 -1.3815 0.3497
O 1.9525 -1.3155 -0.1118
H -2.1075 -1.2966 0.1325
H -2.1175 -1.7613 1.9203
C 0.8044 1.6843 -1.2095
N 0.3657 1.3947 -0.0585
H 0.7392 2.6721 -1.6805
H 1.3035 0.9116 -1.7957
H -0.0707 2.2042 0.3853

As for the energy relative to the best compared isomer or geometry (same formula, charge and spin): 3.338 eV. Its structure (SMILES) is C=C=C=O.C=N. The total energy comes out at -7763.18884 eV. The HOMO energy comes out at -8.62 eV.

Per-atom Löwdin charges, elementary charge units: atom 1 (C): 0.005, atom 2 (C): -0.097, atom 3 (C): -0.251, atom 4 (O): 0.133, atom 5 (H): 0.063, atom 6 (H): 0.052, atom 7 (C): -0.116, atom 8 (N): 0.037, atom 9 (H): 0.065, atom 10 (H): 0.058, atom 11 (H): 0.051

(11)
C4H5NO | ωB97M-V/def2-TZVPD

Atoms and positions in Å:
N -2.0251 -0.0151 0.0324
C -1.4228 -1.0469 0.0223
C 0.1299 -1.0625 0.2057
C 0.6296 0.0231 -0.7707
C 0.1692 0.9256 0.3939
O 0.3710 -0.1600 1.2640
H 0.5901 -2.0439 0.3284
H 1.7254 -0.0452 -0.8343
H 0.1863 0.1158 -1.7610
H 0.6149 1.8611 0.7206
H -1.4169 1.0638 0.2957

As for the energy relative to the best compared isomer or geometry (same formula, charge and spin): 4.888 eV. The total energy comes out at -7761.63841 eV. The HOMO energy comes out at -8.75 eV.

Per-atom Löwdin charges, elementary charge units: atom 1 (N): 0.086, atom 2 (C): -0.103, atom 3 (C): -0.297, atom 4 (C): -0.081, atom 5 (C): -0.169, atom 6 (O): -0.057, atom 7 (H): 0.139, atom 8 (H): 0.122, atom 9 (H): 0.110, atom 10 (H): 0.106, atom 11 (H): 0.144

(12)
C4H5NO | ωB97M-V/def2-TZVPD

Atoms and positions in Å:
O -1.3625 0.2555 -1.9036
C -0.7128 0.2307 -0.6772
C 0.1997 -0.8155 -0.4311
C 0.9033 -0.5929 0.7128
N 0.4421 0.4654 1.3893
C -0.7438 1.0470 0.4782
H -1.0032 -0.4699 -2.4598
H 0.1570 -1.7708 -0.9143
H 1.7762 -1.1718 0.9906
H 1.1072 0.7133 2.1690
H -0.7632 2.1090 0.6462

As for the energy relative to the best compared isomer or geometry (same formula, charge and spin): 2.146 eV. Its structure (SMILES) is Oc1cc[nH]c1. The total energy comes out at -7764.38046 eV. The HOMO energy comes out at -8.28 eV.

Per-atom Löwdin charges, elementary charge units: atom 1 (O): 0.026, atom 2 (C): -0.332, atom 3 (C): -0.097, atom 4 (C): -0.204, atom 5 (N): 0.014, atom 6 (C): 0.037, atom 7 (H): 0.113, atom 8 (H): 0.099, atom 9 (H): 0.115, atom 10 (H): 0.155, atom 11 (H): 0.075

- What is the energy relative to the best compared isomer or geometry (same formula, charge and spin) in the ninth record?
  2.064 eV

Copy entry 5 word for word.
C4H5NO | ωB97M-V/def2-TZVPD

Atoms and positions in Å:
N -1.5718 0.3510 1.5387
C -0.7392 0.1406 0.6094
C -1.1647 0.1777 -0.8090
C -0.5015 0.0161 -1.9255
C 1.5048 -0.2660 -0.2032
O 0.5628 -0.1571 0.8415
H -1.1030 0.2882 2.4439
H -2.2258 0.3709 -0.9768
H 1.0390 -0.3923 -1.2008
H 2.1331 0.6308 -0.2407
H 2.0948 -1.1676 -0.0170

As for the energy relative to the best compared isomer or geometry (same formula, charge and spin): 4.390 eV. The total energy comes out at -7762.13654 eV. The HOMO energy comes out at -10.13 eV.

Per-atom Löwdin charges, elementary charge units: atom 1 (N): 0.156, atom 2 (C): -0.480, atom 3 (C): -0.176, atom 4 (C): 0.200, atom 5 (C): -0.063, atom 6 (O): -0.055, atom 7 (H): 0.069, atom 8 (H): 0.118, atom 9 (H): 0.011, atom 10 (H): 0.110, atom 11 (H): 0.108